Molecular formula: C11H12NOS
Method: DFT, wB97M-V/def2-TZVPD

Results
Total charge: +1
2S+1: 1
Max |F| (eV/A): 4.82
Gap between HOMO and LUMO (eV): 7.105
E (eV): -25964.2869
ΔE to the lowest compared entry with this formula, charge and spin (kcal/mol): 95.8

Last column: Löwdin charge in e.
CARTESIAN COORDINATES (ANGSTROEM)
1 C 0.14 1.45 0.18  0.007
2 C 0.60 1.94 1.34  0.001
3 C 0.35 -0.85 1.06  -0.028
4 C -0.01 0.06 -0.01  -0.111
5 C 0.84 1.10 2.45  -0.304
6 C 0.87 -0.26 2.15  -0.296
7 C 0.13 -2.54 3.51  -0.485
8 C 0.62 2.56 4.14  0.001
9 C -1.69 -1.69 -0.98  -0.020
10 C 0.55 -1.13 -2.17  -0.048
11 C -0.57 -0.59 -1.29  -0.349
12 N 1.17 1.56 3.72  -0.009
13 O -0.52 -3.48 3.41  0.275
14 S 1.14 -1.33 3.71  1.223
15 H -0.17 2.09 -0.54  0.099
16 H 0.63 3.04 1.61  0.139
17 H 0.28 -1.86 1.05  0.071
18 H 0.93 2.97 5.15  0.121
19 H -0.02 3.10 3.34  0.116
20 H -2.68 -1.21 -0.92  0.088
21 H -1.25 -2.23 -0.12  0.064
22 H -1.72 -2.35 -1.85  0.077
23 H 0.69 -2.16 -1.87  0.084
24 H 1.40 -0.63 -1.99  0.035
25 H 0.22 -1.01 -3.22  0.108
26 H -0.97 0.33 -1.82  0.142

***

Molecular formula: C6H6Si
Method: DFT, wB97M-V/def2-TZVPD

Results
2S+1: 1
Max |F| (eV/A): 4.11
Gap between HOMO and LUMO (spin up / spin down) (eV): 9.273 / 9.273
E (eV): -14190.5329
ΔE to the lowest compared entry with this formula, charge and spin (kcal/mol): 42.7

Last column: Löwdin charge in e.
CARTESIAN COORDINATES (ANGSTROEM)
1 C 2.54 -0.15 1.81  0.020
2 C -1.82 -0.42 2.06  0.041
3 C 1.63 -0.31 1.04  -0.244
4 C -1.05 -0.49 1.15  -0.281
5 C -0.86 0.95 -2.24  -0.007
6 C 0.23 0.76 -1.40  -0.266
7 Si 0.23 -0.55 -0.17  0.506
8 H 3.48 0.04 2.45  0.071
9 H -2.40 -0.59 2.90  0.006
10 H -1.01 1.58 -3.06  0.042
11 H -1.56 0.17 -2.16  0.023
12 H 1.13 1.27 -1.57  0.031
13 H -0.56 -2.27 -0.84  0.058

***

Molecular formula: C6H8
Method: DFT, wB97M-V/def2-TZVPD

Results
2S+1: 1
Max |F| (eV/A): 5.57
Gap between HOMO and LUMO (spin up / spin down) (eV): 8.095 / 7.933
E (eV): -6344.2414
ΔE to the lowest compared entry with this formula, charge and spin (kcal/mol): 150.9

Last column: Löwdin charge in e.
CARTESIAN COORDINATES (ANGSTROEM)
1 C -1.92 0.09 0.11  -0.149
2 C -2.55 1.22 -0.14  0.006
3 C 2.55 0.91 0.54  -0.135
4 C 1.67 1.12 -0.38  0.050
5 C -1.24 -0.95 0.13  -0.079
6 C -0.11 -1.77 -0.09  -0.125
7 H -2.94 1.36 -1.14  0.058
8 H -2.99 1.73 0.63  0.024
9 H 3.36 0.13 0.31  0.077
10 H 2.52 1.30 1.60  0.067
11 H 1.24 1.08 -1.26  -0.020
12 H -0.16 -2.57 0.74  0.105
13 H 0.74 -1.20 0.00  -0.001
14 H -0.16 -2.44 -1.05  0.121

***

Molecular formula: C27H48AlF9O15S3
Method: DFT, wB97M-V/def2-TZVPD

Results
2S+1: 1
Max |F| (eV/A): 4.18
Gap between HOMO and LUMO (eV): 4.176
E (eV): -123041.4455

Last column: Löwdin charge in e.
CARTESIAN COORDINATES (ANGSTROEM)
1 Al -8.15 -37.30 -26.73  1.559
2 C -13.20 -37.30 -25.41  -0.581
3 F -13.81 -36.20 -24.92  0.141
4 F -12.75 -38.04 -24.39  0.129
5 F -14.06 -38.04 -26.14  0.135
6 S -11.74 -36.68 -26.57  0.549
7 O -10.97 -37.87 -27.05  -0.344
8 O -12.33 -35.91 -27.65  -0.290
9 O -10.70 -36.00 -25.83  -0.324
10 C -3.79 -39.99 -25.86  -0.706
11 F -2.70 -39.33 -25.46  0.143
12 F -3.84 -40.03 -27.17  0.161
13 F -3.70 -41.16 -25.36  0.201
14 S -5.37 -39.16 -25.22  0.512
15 O -6.47 -39.75 -25.97  -0.311
16 O -5.40 -39.49 -23.83  -0.290
17 O -5.42 -37.71 -25.45  -0.327
18 C -3.40 -36.73 -28.29  -0.721
19 F -2.74 -37.80 -28.68  0.162
20 F -3.32 -36.62 -26.99  0.168
21 F -2.84 -35.71 -28.86  0.176
22 S -5.18 -36.76 -28.90  0.559
23 O -5.82 -38.05 -28.53  -0.353
24 O -5.96 -35.79 -28.09  -0.339
25 O -5.17 -36.50 -30.31  -0.272
26 C -9.75 -40.99 -23.02  -0.141
27 C -10.96 -41.14 -23.95  -0.140
28 C -10.59 -40.43 -25.26  -0.185
29 O -9.30 -39.86 -25.05  -0.184
30 C -8.67 -40.64 -24.02  -0.192
31 H -9.48 -41.84 -22.39  0.118
32 H -9.98 -40.19 -22.32  0.091
33 H -11.95 -40.82 -23.60  0.104
34 H -11.11 -42.20 -24.18  0.106
35 H -11.37 -39.73 -25.58  0.085
36 H -10.39 -41.04 -26.14  0.114
37 H -7.86 -40.07 -23.56  0.102
38 H -8.25 -41.53 -24.49  0.131
39 C -9.91 -32.32 -28.45  -0.162
40 C -8.41 -32.22 -28.38  -0.151
41 C -7.99 -33.72 -28.35  -0.167
42 O -9.08 -34.41 -27.68  -0.179
43 C -10.14 -33.47 -27.51  -0.216
44 H -10.15 -32.63 -29.47  0.116
45 H -10.45 -31.40 -28.21  0.122
46 H -8.17 -31.84 -27.38  0.092
47 H -7.95 -31.59 -29.14  0.118
48 H -7.10 -33.73 -27.73  0.097
49 H -7.86 -34.08 -29.37  0.123
50 H -10.03 -33.08 -26.50  0.107
51 H -11.12 -33.95 -27.61  0.101
52 C -8.33 -37.66 -21.38  -0.131
53 C -9.75 -37.27 -21.59  -0.184
54 C -10.01 -37.23 -23.07  -0.179
55 O -8.72 -37.12 -23.70  -0.165
56 C -7.71 -37.08 -22.68  -0.171
57 H -8.32 -38.74 -21.48  0.100
58 H -7.84 -37.38 -20.45  0.123
59 H -9.85 -36.27 -21.16  0.115
60 H -10.48 -37.86 -21.05  0.120
61 H -10.64 -36.36 -23.25  0.111
62 H -10.52 -38.08 -23.54  0.099
63 H -7.33 -36.07 -22.50  0.104
64 H -6.81 -37.56 -23.06  0.100
65 C -10.31 -36.72 -31.38  -0.151
66 C -9.20 -37.70 -31.69  -0.164
67 C -8.15 -37.33 -30.70  -0.170
68 O -8.94 -36.95 -29.53  -0.173
69 C -10.28 -36.56 -29.89  -0.193
70 H -11.30 -37.08 -31.67  0.122
71 H -10.13 -35.78 -31.90  0.120
72 H -8.82 -37.59 -32.70  0.125
73 H -9.43 -38.76 -31.60  0.101
74 H -7.57 -36.45 -31.00  0.121
75 H -7.52 -38.20 -30.54  0.116
76 H -10.45 -35.50 -29.67  0.117
77 H -11.06 -37.19 -29.49  0.105
78 C -7.88 -41.46 -29.83  -0.144
79 C -9.41 -41.45 -30.01  -0.124
80 C -9.89 -40.25 -29.16  -0.189
81 O -8.84 -39.94 -28.28  -0.149
82 C -7.77 -40.86 -28.48  -0.214
83 H -7.40 -40.76 -30.52  0.113
84 H -7.42 -42.45 -29.87  0.123
85 H -9.81 -42.38 -29.59  0.109
86 H -9.69 -41.42 -31.07  0.107
87 H -10.86 -40.39 -28.69  0.121
88 H -10.07 -39.34 -29.74  0.090
89 H -7.88 -41.61 -27.69  0.128
90 H -6.79 -40.43 -28.27  0.099
91 C -7.13 -32.78 -24.51  -0.173
92 C -5.71 -33.25 -24.31  -0.141
93 C -5.78 -34.65 -24.91  -0.173
94 O -7.14 -34.96 -25.23  -0.176
95 C -7.98 -34.02 -24.52  -0.174
96 H -7.16 -32.20 -25.43  0.101
97 H -7.41 -32.10 -23.71  0.120
98 H -5.49 -33.24 -23.24  0.116
99 H -5.00 -32.67 -24.90  0.117
100 H -5.52 -35.38 -24.14  0.115
101 H -5.21 -34.72 -25.84  0.113
102 H -8.22 -34.28 -23.49  0.114
103 H -8.98 -33.77 -24.89  0.109

***

Molecular formula: C5H5NO
Method: DFT, wB97M-V/def2-TZVPD

Results
2S+1: 1
Max |F| (eV/A): 1.14
Gap between HOMO and LUMO (eV): 10.266
E (eV): -8802.0923
ΔE to the lowest compared entry with this formula, charge and spin (kcal/mol): 30.6

Last column: Löwdin charge in e.
CARTESIAN COORDINATES (ANGSTROEM)
1 N 2.57 1.33 0.69  0.155
2 C 2.00 0.44 0.21  -0.228
3 C 1.33 -0.62 -0.48  -0.097
4 O -0.65 -0.47 1.84  0.068
5 C -1.39 -0.01 1.01  -0.238
6 C -0.88 0.52 -0.34  -0.142
7 C 0.05 -0.53 -0.86  -0.102
8 H 1.91 -1.51 -0.69  0.109
9 H -2.48 0.01 1.18  0.122
10 H -1.72 0.73 -1.01  0.111
11 H -0.36 1.46 -0.14  0.124
12 H -0.39 -1.34 -1.42  0.118

***

Molecular formula: C30H21BBr3F8InN3OP
Method: DFT, wB97M-V/def2-TZVPD

Results
2S+1: 1
Max |F| (eV/A): 1.34
Gap between HOMO and LUMO (eV): 6.263
E (eV): -284976.6690
ΔE to the lowest compared entry with this formula, charge and spin (kcal/mol): 120.0

Last column: Löwdin charge in e.
CARTESIAN COORDINATES (ANGSTROEM)
1 In 0.42 -0.49 0.95  0.471
2 Br -2.60 0.12 1.46  0.732
3 C -2.79 -1.50 2.50  -0.936
4 Br -1.11 -2.45 2.59  0.857
5 H -3.52 -2.13 2.01  0.012
6 H -3.08 -1.23 3.50  0.016
7 C 1.39 -0.89 7.08  -0.068
8 C 1.01 0.45 7.01  -0.080
9 C 0.75 1.04 5.78  -0.029
10 C 0.87 0.27 4.62  -0.226
11 C 1.24 -1.05 4.69  -0.043
12 C 1.51 -1.64 5.92  -0.044
13 N 0.59 0.81 3.31  0.070
14 N 0.46 2.04 3.32  0.094
15 C 0.10 2.74 2.13  -0.305
16 C 0.03 4.11 2.30  0.008
17 C -0.34 4.91 1.22  -0.040
18 C -0.60 4.28 0.01  -0.032
19 C -0.50 2.90 -0.05  -0.118
20 N -0.15 2.13 0.97  0.051
21 H 1.60 -1.34 8.04  0.105
22 H 0.92 1.04 7.91  0.103
23 H 0.46 2.08 5.72  0.101
24 H 1.40 -1.62 3.79  0.046
25 H 1.84 -2.67 5.95  0.114
26 H 0.26 4.52 3.27  0.115
27 H -0.40 5.98 1.32  0.112
28 H -0.88 4.83 -0.87  0.111
29 H -0.67 2.39 -1.01  0.082
30 F 1.73 -4.86 -5.29  0.145
31 C 1.32 -3.87 -4.50  -0.132
32 C 0.55 -2.85 -5.03  -0.134
33 F 0.22 -2.85 -6.32  0.132
34 C 0.13 -1.83 -4.20  -0.203
35 F -0.64 -0.89 -4.77  0.097
36 C 0.45 -1.77 -2.85  -0.275
37 P -0.10 -0.30 -1.85  1.084
38 C 0.66 1.06 -2.75  -0.357
39 C 0.02 1.71 -3.81  -0.105
40 C 0.68 2.71 -4.51  -0.077
41 C 1.97 3.08 -4.16  -0.081
42 C 2.61 2.44 -3.11  -0.062
43 C 1.96 1.44 -2.39  -0.070
44 C -1.89 -0.30 -2.22  -0.380
45 C -2.66 0.85 -2.33  -0.117
46 C -4.05 0.78 -2.42  -0.075
47 C -4.69 -0.44 -2.38  -0.083
48 C -3.94 -1.60 -2.25  -0.075
49 C -2.56 -1.53 -2.16  -0.100
50 C 1.20 -2.84 -2.33  -0.528
51 Br 1.64 -3.02 -0.51  1.075
52 C 1.63 -3.86 -3.16  -0.259
53 F 2.34 -4.88 -2.68  0.095
54 H -0.97 1.43 -4.12  0.088
55 H 0.17 3.21 -5.33  0.104
56 H 2.47 3.86 -4.71  0.104
57 H 3.61 2.73 -2.83  0.109
58 H 2.42 0.97 -1.53  0.065
59 H -2.19 1.83 -2.36  0.087
60 H -4.62 1.70 -2.52  0.107
61 H -5.77 -0.50 -2.46  0.104
62 H -4.42 -2.57 -2.22  0.107
63 H -1.99 -2.45 -2.04  0.113
64 F 3.34 -3.97 1.57  0.108
65 B 2.54 -3.33 2.49  -1.330
66 F 2.22 -2.00 1.99  -0.090
67 F 1.27 -3.96 2.60  0.012
68 F 3.13 -3.22 3.74  0.149
69 O 1.99 0.28 0.24  -0.628